Entry 1:
C7H12S | ωB97M-V/def2-TZVPD

Properties
- relative energy (zero: lowest compared OMol25 entry of this formula, charge and spin) (kcal per mole) = 102.36
- SMILES = C[C@H]1[C@H]2CC[C@H](S)[C@H]12
- HOMO level (eV) = -8.720
- gap between HOMO and LUMO (eV) = 9.596
- E_LUMO (eV) = 0.88

Structure (XYZ):
```
20
Properties=species:S:1:pos:R:3:forces:R:3
C 1.3464 -1.9780 -1.4181 -1.4 -0.4 0.0
C 0.3715 -0.7601 -1.3296 3.1 -1.0 -0.9
C -0.6695 -0.5170 -0.3480 -1.4 0.1 2.3
C -1.2502 -0.5332 1.0816 0.7 -1.8 2.4
C -0.8289 0.9748 1.5364 -1.5 -1.3 0.7
C 0.2419 1.5493 0.6055 -1.5 0.4 -2.6
C 0.5864 0.2553 -0.1642 1.5 -0.4 0.6
H 1.3350 -2.4678 -0.4640 0.4 -0.1 0.8
H 2.3691 -1.7501 -1.7023 0.0 0.3 0.0
H 0.9746 -2.8104 -2.0815 0.1 1.2 0.2
H 0.2225 -0.4009 -2.3327 -0.7 0.4 -0.1
H -1.4584 0.0185 -0.8058 -0.3 1.2 -1.0
H -2.3581 -0.7023 1.1441 0.9 0.4 -0.4
H -0.8493 -1.3274 1.8808 -0.4 1.6 -1.9
H -1.7793 1.5013 1.7691 0.8 0.4 -0.7
H -0.3014 0.9882 2.4559 0.1 -0.6 1.4
H 1.0693 1.9292 1.1813 0.3 0.3 -0.1
H 0.3430 3.3591 -1.2853 -1.3 -0.8 1.5
H 1.2802 -0.2429 0.5998 -1.1 0.0 -1.0
S -0.6447 2.9145 -0.3230 1.8 0.2 -1.1
```
Positions in Å, forces in eV/Å.

Atomic partial charges in e from the Mulliken method, atoms 1 to 6:
1 C -1.386
2 C 0.296
3 C -0.193
4 C -0.670
5 C -0.927
6 C -0.078


Entry 2:
C7H13BeF2N6OS | ωB97M-V/def2-TZVPD

Properties
- relative energy (zero: lowest compared OMol25 entry of this formula, charge and spin) (kcal per mole) = 0.00
- charge = +1
- HOMO level (eV) = -11.998
- gap between HOMO and LUMO (eV) = 9.220
- E_LUMO (eV) = -2.78

Structure (XYZ):
```
31
Properties=species:S:1:pos:R:3:forces:R:3
Be -0.9729 -0.2918 0.0052 0.0 0.0 0.0
N -1.3574 0.3564 1.6427 0.0 0.0 0.0
N -2.2357 -0.4578 2.3704 0.0 0.0 0.0
C -2.5941 -1.6441 1.8595 0.0 0.0 0.0
N -3.4357 -2.3920 2.5650 0.0 0.0 0.0
S -2.0123 -2.1526 0.3506 0.0 0.0 0.0
H -0.5218 0.5716 2.1793 0.0 0.0 0.0
H -1.8107 1.2372 1.3806 0.0 0.0 0.0
H -2.6564 -0.0875 3.2096 0.0 0.0 0.0
H -3.8040 -2.1062 3.4573 0.0 0.0 0.0
H -3.7396 -3.2726 2.1855 0.0 0.0 0.0
C 2.7871 2.7596 -0.6006 0.0 0.0 0.0
N 2.3556 1.3725 -0.7886 0.0 0.0 0.0
C 2.9807 0.5339 -1.6417 0.0 0.0 0.0
C 2.5614 -0.7361 -1.8293 0.0 0.0 0.0
C 1.3956 -1.1473 -1.1338 0.0 0.0 0.0
N 0.7373 -0.3074 -0.3278 0.0 -0.1 0.0
C 1.2350 0.9606 -0.0844 -0.1 0.1 0.0
O 0.6960 1.7082 0.7121 0.0 0.0 0.0
N 0.9241 -2.3870 -1.2921 0.0 0.0 0.0
H 3.7278 2.9011 -1.1248 0.0 0.0 0.0
H 2.9176 2.9594 0.4589 0.0 0.0 0.0
H 2.0328 3.4368 -0.9953 0.0 0.0 0.0
H 3.8455 0.9342 -2.1526 0.0 0.0 0.0
H 3.0821 -1.4076 -2.4927 0.0 0.0 0.0
H 1.4055 -3.0334 -1.8917 0.0 0.0 0.0
H 0.1955 -2.7426 -0.6953 0.0 0.0 0.0
F -0.8893 1.5627 -1.8682 0.0 0.0 0.0
C -1.7923 0.7743 -1.1518 0.0 0.1 0.0
F -2.5669 1.7001 -0.4029 0.0 0.0 0.0
H -2.4904 0.3969 -1.9030 0.0 0.0 0.0
```
Positions in Å, forces in eV/Å.

Atomic partial charges in e from the Mulliken method, atoms 1 to 6:
1 Be 0.174
2 N -0.266
3 N -0.558
4 C 0.706
5 N -0.409
6 S -0.399


Entry 3:
C7H13ClFN4O3P | ωB97M-V/def2-TZVPD

Properties
- HOMO level (eV) = -8.288
- gap between HOMO and LUMO (eV) = 8.144
- E_LUMO (eV) = -0.14

Structure (XYZ):
```
30
Properties=species:S:1:pos:R:3:forces:R:3
C -1.7518 1.6853 -3.3170 -0.8 -0.2 -0.8
N -1.0229 0.4411 -2.9963 -0.1 0.7 2.1
C -1.7930 -0.5093 -2.1628 -0.4 -0.8 -0.5
C 0.2572 0.6814 -2.5242 1.0 -0.1 -0.3
O 0.9068 1.6744 -2.8062 -0.6 -0.1 0.0
C 0.9599 -0.3651 -1.6274 -0.2 -0.4 0.0
C 0.8970 0.0344 -0.1748 0.1 -0.7 -2.6
C 0.3379 1.1437 0.3497 0.3 -0.6 0.8
N 0.5422 0.9635 1.7185 -0.1 0.6 -1.0
O 0.1146 1.8238 2.6843 -0.3 0.2 0.2
C 1.1796 -0.1659 1.9698 -0.3 -0.8 1.8
P 1.6651 -0.8758 3.6578 1.1 -1.4 1.0
N 0.7532 -2.3276 3.7566 0.4 1.7 -0.4
O 1.0009 0.0845 4.8185 -0.4 0.0 -1.3
N 1.4405 -0.7668 0.8040 -0.8 1.7 0.6
Cl 2.2535 -2.2061 0.6137 1.0 0.3 -0.5
H -1.3156 2.5863 -2.8738 0.3 -0.3 -0.3
H -2.7870 1.6221 -2.9500 0.4 -0.2 0.0
H -1.8397 1.7482 -4.4109 0.2 0.5 0.3
H -2.8715 -0.4285 -2.3504 0.4 0.2 -0.2
H -1.5311 -1.5288 -2.4801 0.0 0.2 0.5
H -1.6596 -0.3792 -1.0792 0.1 -0.1 -0.3
H 2.0173 -0.4243 -1.9239 -0.3 0.2 -0.1
H 0.5439 -1.3774 -1.7314 0.1 0.3 0.1
H -0.1522 1.9735 -0.1400 0.1 -0.1 0.4
H 0.8287 2.4620 2.8416 0.0 -0.1 -0.1
H -0.1904 -2.1144 3.4211 0.0 -0.6 -0.1
H 1.1137 -2.9155 2.9913 -0.5 -0.2 0.1
H 0.0608 0.2639 4.6683 0.0 0.0 0.3
F 0.0419 -2.8035 1.2533 -1.0 0.0 0.2
```
Positions in Å, forces in eV/Å.

Atomic partial charges in e from the Mulliken method, atoms 1 to 6:
1 C -0.930
2 N 0.039
3 C -0.965
4 C 0.092
5 O -0.578
6 C -0.675


Entry 4:
C7H13DyNO2P | ωB97M-V/def2-TZVPD

Properties
- relative energy (zero: lowest compared OMol25 entry of this formula, charge and spin) (kcal per mole) = 74.14
- spin multiplicity = 6
- HOMO level (alpha / beta) (eV) = -6.613 / -3.543
- gap between HOMO and LUMO (alpha / beta) (eV) = 6.699 / 3.275
- E_LUMO (alpha / beta) (eV) = 0.09 / -0.27

Structure (XYZ):
```
25
Properties=species:S:1:pos:R:3:forces:R:3
C 0.2660 -1.0263 -2.6314 0.1 1.1 -1.4
C -0.7353 -0.3073 -3.3825 0.4 -0.6 -1.1
C -0.5653 1.1091 -3.3075 0.6 -0.1 0.7
C 0.4939 1.3620 -2.3975 2.5 1.2 -0.6
C 1.1071 0.1561 -1.8438 0.4 0.3 -2.7
Dy -0.9475 0.1304 -1.0402 -6.2 -0.5 5.3
P 0.1840 -2.5245 -0.1534 0.0 -1.3 0.8
H -0.0420 -2.1627 -2.6403 1.9 2.3 0.5
H -1.6566 -0.8196 -3.8396 1.8 0.8 0.5
H -1.2226 1.9037 -3.6816 0.3 -0.6 0.0
H 1.8036 0.4017 -0.9066 -1.3 -1.7 -2.3
H 0.8108 2.4341 -2.0290 -0.7 -2.4 -0.8
H 1.4020 -2.6982 0.5442 0.0 0.2 -0.1
H 0.3176 -3.7643 -0.8404 0.0 0.2 -0.1
H -0.5714 -3.1285 0.8714 -0.1 0.0 0.2
N -0.1011 0.3498 3.6953 0.6 0.5 -0.4
C 0.1832 1.5021 2.7578 -0.3 0.0 0.6
C -0.2323 1.0740 1.4015 -0.6 -1.1 -1.8
O -0.3405 1.8536 0.3926 0.4 -0.1 2.2
O -0.4480 -0.1913 1.3029 0.0 1.2 -0.1
H -1.0788 0.3946 4.0082 -0.9 -0.2 0.1
H 0.4421 0.4640 4.5472 0.6 0.0 0.8
H 0.0959 -0.5768 3.2710 0.0 0.3 0.0
H -0.4098 2.3429 3.1151 0.2 0.1 -0.1
H 1.2453 1.7213 2.7867 0.1 0.1 0.1
```
Positions in Å, forces in eV/Å.

Atomic partial charges in e from the Mulliken method, atoms 1 to 6:
1 C -0.261
2 C -0.230
3 C -0.397
4 C -0.302
5 C -0.469
6 Dy -0.083


Entry 5:
C7H13F3N4 | ωB97M-V/def2-TZVPD

Properties
- relative energy (zero: lowest compared OMol25 entry of this formula, charge and spin) (kcal per mole) = 29.90
- charge = +2
- HOMO level (alpha / beta) (eV) = -16.042 / -15.654
- gap between HOMO and LUMO (alpha / beta) (eV) = 7.188 / 7.288
- E_LUMO (alpha / beta) (eV) = -8.85 / -8.37

Structure (XYZ):
```
27
Properties=species:S:1:pos:R:3:forces:R:3
C 0.6363 0.7642 -1.8841 -1.0 0.0 -3.2
C 0.9822 2.0502 0.1342 0.0 1.4 -3.0
C 1.3626 0.8039 0.8138 -2.7 -1.4 1.9
C 0.8940 -0.4815 0.0474 0.0 0.1 0.8
C -2.3641 -1.8683 -0.2447 1.6 -1.1 2.5
C -1.7761 -0.7303 0.4656 -0.8 0.7 -0.9
C -2.2921 0.6297 0.2516 -0.1 0.1 -1.4
N 0.5186 -0.3769 -1.2277 1.2 0.0 2.3
N 0.6288 1.9335 -1.1690 1.0 -0.9 1.1
N 1.1233 3.2672 0.6489 -0.4 -2.2 1.9
N 1.2161 -1.7078 0.4783 -0.8 0.8 -0.9
F -1.4676 1.5407 0.8782 -0.8 -0.2 0.0
F -2.1517 0.8449 -1.0852 -0.1 0.8 -0.3
F -3.5663 0.8917 0.5416 0.9 -0.1 0.3
H 0.4932 0.5946 -2.9982 0.1 1.5 1.6
H 2.4028 0.6252 0.8179 1.6 0.5 0.5
H 0.9221 0.9254 1.9040 1.1 -0.9 -1.9
H -3.3786 -1.7090 0.0657 -1.2 -1.0 -0.5
H -1.9171 -2.8881 0.0475 -1.0 1.6 -0.3
H -2.1893 -1.6701 -1.2388 -0.4 0.0 -2.7
H -1.3659 -0.7707 1.3763 1.6 -0.8 3.5
H 0.3112 -1.2379 -1.6763 -0.1 -0.6 -1.0
H 0.4030 2.7545 -1.6591 -0.3 1.3 -0.9
H 1.0286 3.2876 1.6659 0.5 0.3 -0.2
H 0.9907 4.1563 0.2173 -0.2 0.4 -0.8
H 0.9310 -2.4966 -0.1067 0.3 0.1 0.5
H 1.2586 -1.8750 1.4500 0.3 -0.4 1.2
```
Positions in Å, forces in eV/Å.

Atomic partial charges in e from the Mulliken method, atoms 1 to 6:
1 C -0.473
2 C 0.343
3 C -0.579
4 C 0.109
5 C -1.274
6 C -0.757


Entry 6:
C7H13F5NP | ωB97M-V/def2-TZVPD

Properties
- relative energy (zero: lowest compared OMol25 entry of this formula, charge and spin) (kcal per mole) = 0.00
- SMILES = CNCPCCCC(F)(F)C(F)(F)F
- HOMO level (eV) = -8.586
- gap between HOMO and LUMO (eV) = 9.365
- E_LUMO (eV) = 0.78

Structure (XYZ):
```
27
Properties=species:S:1:pos:R:3:forces:R:3
C -1.3887 -3.0718 -1.7959 0.1 0.0 0.0
N -0.8385 -3.7404 -0.6202 -0.1 0.1 0.1
C 0.3679 -3.1444 -0.0699 0.1 -0.2 0.0
P 0.1866 -1.4703 0.7762 -0.1 0.0 -0.1
C 1.3564 -0.4761 -0.2717 0.1 0.1 0.1
C 1.4648 1.0369 0.0455 0.1 0.0 0.0
C 0.3180 1.6145 0.8794 -0.1 -0.1 0.0
C 0.3300 3.1317 0.9715 0.0 0.0 0.0
F 0.9113 3.5368 2.1272 0.1 0.1 0.2
F 1.0289 3.7185 -0.0318 0.0 0.0 -0.2
C -1.0736 3.7618 0.9364 -0.1 0.0 0.0
F -1.6691 3.4837 -0.2310 0.0 0.0 0.0
F -1.8284 3.2610 1.9218 0.0 0.0 0.0
F -1.0172 5.0833 1.0744 0.0 0.0 0.0
H -1.0483 -2.0323 -1.8781 -0.1 0.0 0.0
H -2.4789 -3.0570 -1.7588 0.1 0.0 0.0
H -1.0924 -3.5972 -2.7084 0.0 0.1 0.0
H -1.5398 -3.8407 0.1010 0.0 0.0 0.0
H 0.7733 -3.8275 0.6811 0.0 0.0 -0.1
H 1.1161 -3.0732 -0.8659 0.0 0.0 0.0
H -0.9923 -1.1002 0.0849 -0.1 0.0 0.1
H 2.3354 -0.9385 -0.1111 -0.1 0.0 -0.1
H 1.1222 -0.6238 -1.3281 -0.1 0.0 0.1
H 2.4042 1.2280 0.5696 -0.1 0.0 0.0
H 1.5303 1.5824 -0.8962 0.0 0.0 0.0
H -0.6536 1.2998 0.4898 0.1 0.0 -0.1
H 0.3752 1.2549 1.9083 -0.1 0.0 -0.1
```
Positions in Å, forces in eV/Å.

Atomic partial charges in e from the Mulliken method, atoms 1 to 6:
1 C -0.736
2 N -0.365
3 C -0.641
4 P 0.019
5 C -0.832
6 C -0.473


Entry 7:
C7H13IN | ωB97M-V/def2-TZVPD

Properties
- relative energy (zero: lowest compared OMol25 entry of this formula, charge and spin) (kcal per mole) = 138.69
- charge = +1
- HOMO level (alpha / beta) (eV) = -12.851 / -12.850
- gap between HOMO and LUMO (alpha / beta) (eV) = 6.754 / 6.753
- E_LUMO (alpha / beta) (eV) = -6.10 / -6.10

Structure (XYZ):
```
22
Properties=species:S:1:pos:R:3:forces:R:3
C -0.2477 -2.3821 0.0549 0.0 -2.0 0.1
C 0.0984 -1.0716 0.0582 1.3 1.3 -0.1
C -0.8525 -0.0837 0.2510 -0.3 3.0 -0.4
C 0.7419 -3.4858 -0.2425 1.2 0.8 0.1
C 1.5731 -0.6282 -0.2113 -1.2 0.3 5.0
C -0.9007 2.4424 -1.0928 2.2 1.8 -1.5
C -0.4112 2.6163 1.2457 0.4 2.5 0.3
N -0.1476 1.9631 -0.0227 0.8 -4.1 2.1
I -2.9006 -0.1288 0.5951 1.2 -0.2 -0.1
H -1.3039 -2.7072 0.2431 1.0 0.4 -0.1
H 1.0265 -4.0610 0.6801 -0.7 0.4 -0.6
H 1.7629 -3.1539 -0.6660 -1.9 -0.3 0.6
H 0.2503 -4.1405 -0.9545 0.1 -0.5 0.0
H 1.9329 -1.1084 -1.0165 1.1 -1.1 -3.4
H 2.2518 -1.1022 0.6317 -1.4 1.4 -1.2
H 1.5696 0.4749 -0.2117 0.5 -0.7 -0.2
H -0.5710 3.5703 -1.1391 -0.5 -1.9 -0.3
H -1.9288 2.4530 -0.9497 -2.3 0.0 0.3
H -0.6095 1.9109 -2.0216 -0.3 0.6 0.4
H -1.3256 3.2346 1.0659 0.6 -0.1 0.8
H 0.5204 3.3136 1.5041 -1.9 -1.2 -0.9
H -0.5288 2.0746 2.1989 0.0 -0.5 -0.9
```
Positions in Å, forces in eV/Å.

Atomic partial charges in e from the Mulliken method, atoms 1 to 6:
1 C -0.078
2 C 1.120
3 C -0.406
4 C -1.113
5 C -1.510
6 C -1.091


Entry 8:
C7H13N | ωB97M-V/def2-TZVPD

Properties
- relative energy (zero: lowest compared OMol25 entry of this formula, charge and spin) (kcal per mole) = 27.32
- SMILES = C/C=C/C(N)=C/CC
- HOMO level (eV) = -8.397
- gap between HOMO and LUMO (eV) = 9.466
- E_LUMO (eV) = 1.07

Structure (XYZ):
```
21
Properties=species:S:1:pos:R:3:forces:R:3
C -0.8842 0.6573 3.2623 -0.6 -0.1 -0.1
C -1.5680 0.8791 1.9033 0.3 -0.1 -0.3
N -0.7943 -1.4166 0.1120 0.0 1.3 0.6
C -0.1552 -0.1251 0.0363 -0.2 -0.3 -0.9
C -0.5746 0.8897 0.7778 0.0 0.2 0.7
C 2.0659 -0.1457 -3.1701 0.7 -0.3 0.8
C 1.0115 -0.4609 -2.1499 0.3 0.3 0.1
C 0.9282 0.1373 -0.9669 -0.7 -0.4 0.7
H -0.1547 1.4401 3.4375 0.3 0.0 0.1
H -1.6457 0.7191 4.0377 0.0 0.1 0.2
H -0.4384 -0.3383 3.3599 0.1 0.2 -0.2
H -2.0228 1.8740 1.9135 -0.3 -0.2 0.1
H -2.3253 0.1091 1.7436 0.0 0.1 -0.1
H -1.0367 -1.7617 -0.8012 0.3 -0.5 0.1
H -0.2518 -2.0159 0.7147 -0.1 -0.6 -0.5
H -0.0922 1.8434 0.6090 0.3 0.1 0.1
H 2.7405 0.6043 -2.7464 -0.3 0.3 -0.3
H 1.6511 0.1724 -4.1247 0.1 0.0 0.0
H 2.7487 -0.9982 -3.2977 -0.4 -0.1 -0.4
H 0.2664 -1.2118 -2.3871 0.0 -0.1 -0.2
H 1.6365 0.8693 -0.5833 0.1 0.1 -0.6
```
Positions in Å, forces in eV/Å.

Atomic partial charges in e from the Mulliken method, atoms 1 to 6:
1 C -1.053
2 C -0.667
3 N -0.417
4 C 0.309
5 C -0.430
6 C -1.148


Entry 9:
C7H13N | ωB97M-V/def2-TZVPD

Properties
- relative energy (zero: lowest compared OMol25 entry of this formula, charge and spin) (kcal per mole) = 56.56
- SMILES = C/N=C/C(C)=C(C)C
- HOMO level (eV) = -7.691
- gap between HOMO and LUMO (eV) = 8.365
- E_LUMO (eV) = 0.67

Structure (XYZ):
```
21
Properties=species:S:1:pos:R:3:forces:R:3
C 2.5558 -1.4547 -0.1525 0.1 -0.4 0.1
C -2.2853 -0.8579 0.3504 -0.2 0.1 0.1
C 0.4706 1.4109 -1.0744 0.6 -0.3 0.3
C -0.8556 1.8362 1.0343 -0.2 0.0 -0.1
C -0.8965 -0.4576 -0.0322 0.9 0.7 0.7
C -0.3348 0.8234 0.0554 -1.7 -0.1 -0.4
C 0.1882 -1.3775 -0.1297 1.3 0.7 -0.2
N 1.3174 -0.8707 0.3340 -0.8 -0.9 -0.8
H 0.1066 -2.3620 -0.6068 0.2 0.0 0.1
H 2.6858 -1.2700 -1.2256 0.0 0.0 0.1
H 2.5789 -2.5397 0.0090 0.0 0.0 -0.1
H 3.4113 -1.0213 0.3722 -0.2 0.0 0.0
H -2.4187 -1.9386 0.2530 0.1 0.1 0.0
H -3.0203 -0.3762 -0.3042 0.0 0.0 0.2
H -2.5276 -0.5973 1.3860 0.0 0.0 0.0
H 1.4011 1.8605 -0.7197 0.0 0.1 -0.1
H 0.6956 0.6733 -1.8477 0.0 0.0 0.2
H -0.0575 2.5307 1.3144 -0.1 0.0 -0.1
H -0.1180 2.2017 -1.5574 -0.1 0.0 0.2
H -1.6697 2.4205 0.5942 0.0 0.1 0.0
H -1.2272 1.3662 1.9474 0.0 0.0 -0.1
```
Positions in Å, forces in eV/Å.

Atomic partial charges in e from the Mulliken method, atoms 1 to 6:
1 C -0.941
2 C -1.289
3 C -1.309
4 C -1.530
5 C 0.062
6 C 1.258


Entry 10:
C7H13N | ωB97M-V/def2-TZVPD

Properties
- relative energy (zero: lowest compared OMol25 entry of this formula, charge and spin) (kcal per mole) = 23.72
- SMILES = CC(=C=N)C(C)(C)C
- HOMO level (eV) = -8.172
- gap between HOMO and LUMO (eV) = 9.016
- E_LUMO (eV) = 0.84

Structure (XYZ):
```
21
Properties=species:S:1:pos:R:3:forces:R:3
C 0.8766 1.6681 1.0811 0.1 0.0 -0.1
C -0.3735 -1.7274 0.4075 -0.1 0.2 -0.1
C -1.6726 0.3898 0.6212 0.2 0.0 -0.1
C -0.7489 -0.2731 -1.5964 0.0 0.0 0.2
C 0.8222 0.4470 0.2016 -0.3 0.3 0.2
C 1.9234 0.0147 -0.3403 0.1 0.0 -0.1
C -0.4921 -0.2786 -0.0831 -0.1 -0.3 -0.2
N 2.9738 -0.4968 -0.6869 0.5 -0.5 0.1
H 3.4022 -0.2494 -1.5724 -0.2 0.2 -0.1
H 0.5169 1.4393 2.0832 0.0 0.0 0.1
H 1.9017 2.0235 1.1593 0.0 0.1 0.1
H 0.2639 2.4701 0.6706 0.0 0.1 0.1
H 0.4545 -2.2291 -0.0875 0.1 -0.1 0.0
H -1.2899 -2.2764 0.1992 -0.1 -0.1 0.0
H -0.1921 -1.7508 1.4798 0.0 0.0 0.1
H -2.5841 -0.1608 0.3968 -0.1 0.0 0.0
H -1.8063 1.4141 0.2824 -0.1 0.1 0.0
H -1.5381 0.3912 1.6997 0.0 0.0 0.1
H -0.8047 0.7475 -1.9702 0.0 0.1 -0.1
H -1.6869 -0.7753 -1.8252 -0.1 -0.1 -0.1
H 0.0539 -0.7874 -2.1203 0.1 0.0 -0.1
```
Positions in Å, forces in eV/Å.

Atomic partial charges in e from the Mulliken method, atoms 1 to 6:
1 C -1.589
2 C -1.668
3 C -1.874
4 C -1.643
5 C 0.201
6 C 0.246


Number 1: electronic energy -671.95378 Eh, maximum force 3.39 eV Å⁻¹. Number 2: electronic energy -1290.91757 Eh, maximum force 0.14 eV Å⁻¹. Number 3: electronic energy -1620.54798 Eh, maximum force 2.69 eV Å⁻¹. Number 4: electronic energy -1705.91269 Eh, maximum force 8.12 eV Å⁻¹. Number 5: electronic energy -792.43432 Eh, maximum force 3.91 eV Å⁻¹. Number 6: electronic energy -1169.95185 Eh, maximum force 0.26 eV Å⁻¹. Number 7: electronic energy -626.50014 Eh, maximum force 5.15 eV Å⁻¹. Number 8: electronic energy -329.22792 Eh, maximum force 1.39 eV Å⁻¹. Number 9: electronic energy -329.18132 Eh, maximum force 1.78 eV Å⁻¹. Number 10: electronic energy -329.23366 Eh, maximum force 0.73 eV Å⁻¹.